1.
C27H34F2IO8P | ωB97M-V/def2-TZVPD

```
73
Properties=species:S:1:pos:R:3
C -2.564 2.065 3.369
C -2.172 1.260 2.078
C -1.165 0.062 2.362
C -1.485 -1.207 1.470
C -0.264 -1.646 0.550
C -0.077 -0.567 -0.597
C -0.097 -1.148 -2.063
C 1.332 -1.330 -2.728
C 2.075 0.046 -2.724
C 3.097 0.339 -1.699
I 3.613 -1.143 -0.196
C 3.795 1.649 -1.629
P 5.052 1.854 -0.280
C 4.273 2.204 1.387
C 6.408 3.068 -0.712
C 3.414 2.646 -2.638
C 4.046 4.064 -2.626
C 2.430 2.349 -3.686
C 1.744 1.034 -3.742
C 0.696 0.813 -4.869
O 0.484 -0.236 -5.427
C -0.086 2.100 -5.302
C 0.546 3.300 -5.255
C 2.038 3.372 -4.794
O 2.798 4.152 -5.313
H -2.828 1.391 4.224
H -1.745 2.745 3.732
H -3.453 2.737 3.188
H -3.122 0.842 1.644
H -1.741 1.947 1.297
H -0.145 0.441 2.087
H -1.136 -0.195 3.449
H -1.774 -2.041 2.161
H -2.361 -1.006 0.788
H -0.417 -2.673 0.133
H 0.643 -1.580 1.219
H 0.825 0.042 -0.345
H -0.954 0.142 -0.523
H -0.580 -2.158 -2.043
H -0.731 -0.462 -2.694
H 1.171 -1.720 -3.768
H 1.876 -2.127 -2.167
H 4.418 1.270 2.003
H 3.157 2.325 1.307
H 4.761 3.027 1.967
H 6.011 4.124 -0.722
H 7.220 3.025 0.054
H 6.861 2.845 -1.711
H 3.406 4.831 -3.138
H 5.099 4.102 -3.002
H 4.086 4.398 -1.548
H -1.156 1.993 -5.596
H -0.033 4.209 -5.555
C -4.779 -3.659 -1.848
C -4.571 -4.050 -0.415
O -3.939 -2.913 0.138
C -4.387 -1.847 -0.592
O -4.285 -0.711 -0.256
O -4.976 -2.251 -1.750
F -3.729 -5.108 -0.313
H -3.904 -3.861 -2.469
H -5.646 -4.146 -2.293
H -5.492 -4.260 0.134
C -2.368 -3.261 4.950
C -2.150 -3.643 6.385
O -1.524 -2.497 6.927
C -1.983 -1.440 6.194
O -1.884 -0.305 6.524
O -2.574 -1.853 5.039
F -1.300 -4.693 6.490
H -1.494 -3.461 4.326
H -3.233 -3.757 4.512
H -3.068 -3.856 6.939
```

Results
HOMO-LUMO gap (eV): 6.59
HOMO energy (hartree): -0.275
DFT total energy (eV): -67751.614
E_LUMO (eV): -0.90
SMILES: CCCCCCCCc1c(I)c(P(C)C)c(C)c2c1C(=O)C=CC2=O.O=C1OC[C@@H](F)O1.O=C1OC[C@@H](F)O1

2.
C27H34FeGeN10OS | ωB97M-V/def2-TZVPD

```
75
Properties=species:S:1:pos:R:3
Fe -0.204 -0.182 0.621
N 0.874 -4.272 -1.016
C 0.440 -3.027 -0.783
S 1.307 -2.081 0.388
N -0.579 -2.623 -1.498
N -0.965 -1.370 -1.244
C -1.830 -0.861 -2.021
C -2.243 0.512 -1.797
C -2.849 1.249 -2.807
C -3.214 2.559 -2.559
C -2.973 3.092 -1.302
C -2.347 2.293 -0.362
N -1.976 1.031 -0.593
H 1.617 -4.657 -0.467
H 0.384 -4.846 -1.687
H -2.237 -1.413 -2.863
H -3.003 0.797 -3.778
H -3.676 3.159 -3.333
H -3.255 4.106 -1.055
H -2.121 2.685 0.619
C -1.192 -0.203 4.983
Ge -0.851 -1.681 3.724
C -1.733 -3.271 4.478
C 1.082 -2.008 3.729
C -1.591 -1.340 1.947
H -1.038 -0.589 5.993
H -2.219 0.165 4.921
H -0.507 0.638 4.843
H -1.350 -3.451 5.484
H -1.519 -4.145 3.861
H -2.815 -3.142 4.536
H 1.438 -2.060 4.760
H 1.615 -1.206 3.213
H 1.321 -2.947 3.232
H -2.538 -0.799 1.933
H -1.678 -2.239 1.336
C 1.266 3.143 -2.233
C 0.769 2.330 -1.237
N 0.864 0.999 -1.272
C 1.487 0.427 -2.305
C 2.060 1.163 -3.349
C 1.926 2.548 -3.291
C 2.918 0.617 -4.418
C 3.064 -0.584 -4.979
C 2.318 -1.850 -4.878
C 3.003 -3.031 -5.158
C 2.294 -4.212 -5.085
N 0.990 -4.236 -4.816
C 0.418 -3.053 -4.616
N 1.011 -1.862 -4.602
H 1.165 4.218 -2.166
H 0.277 2.755 -0.369
H 1.575 -0.653 -2.275
H 2.363 3.160 -4.073
H 3.617 1.364 -4.783
H 3.894 -0.666 -5.674
H 4.055 -3.016 -5.414
H 2.772 -5.171 -5.258
H -0.650 -3.073 -4.449
C 2.439 2.944 3.355
N 0.995 2.725 3.221
C 0.088 3.403 3.969
C -1.237 3.164 3.878
C -1.652 2.163 2.953
N -0.768 1.534 2.188
C 0.555 1.776 2.319
O 1.358 1.135 1.633
N -2.945 1.854 2.799
H 2.643 3.419 4.309
H 2.809 3.574 2.547
H 2.948 1.987 3.304
H 0.491 4.145 4.645
H -1.941 3.696 4.501
H -3.638 2.231 3.421
H -3.181 1.064 2.221
```

Results
ΔE to the lowest compared entry with this formula, charge and spin (eV): 0.133
HOMO-LUMO gap (alpha / beta) (eV): 7.43 / 7.34
Spin multiplicity: 6
HOMO energy (alpha / beta) (hartree): -0.369 / -0.380
DFT total energy (eV): -147233.011
Charge: +1
E_LUMO (alpha / beta) (eV): -2.61 / -3.00

3.
C27H34N4O3 | ωB97M-V/def2-TZVPD

```
68
Properties=species:S:1:pos:R:3
C -4.014 5.218 -5.987
C -3.642 4.373 -4.780
O -3.818 5.171 -3.625
C -3.544 4.633 -2.409
C -3.099 3.345 -2.186
C -2.848 2.898 -0.882
C -3.049 3.769 0.203
C -3.501 5.070 -0.031
C -3.744 5.492 -1.314
H -4.093 6.493 -1.514
H -3.657 5.740 0.802
N -2.788 3.316 1.469
C -2.325 2.063 1.796
O -2.084 1.787 2.963
C -2.160 1.157 0.666
C -2.400 1.573 -0.598
H -2.238 0.888 -1.418
C -1.659 -0.234 0.960
N -0.214 -0.323 0.836
C 0.303 -0.587 -0.405
O -0.411 -0.727 -1.386
N 1.669 -0.646 -0.452
H 2.118 -0.935 0.416
C 2.316 -1.110 -1.666
C 2.580 -2.592 -1.610
C 1.537 -3.487 -1.817
C 1.750 -4.848 -1.702
C 3.008 -5.331 -1.379
C 4.051 -4.446 -1.170
C 3.837 -3.082 -1.281
H 4.653 -2.393 -1.114
H 5.034 -4.818 -0.918
H 3.175 -6.395 -1.290
H 0.934 -5.537 -1.866
H 0.559 -3.102 -2.064
H 3.253 -0.557 -1.788
H 1.643 -0.875 -2.494
C 0.579 0.137 1.955
H -0.057 0.774 2.575
C 1.102 -1.011 2.837
N 2.108 -1.811 2.124
C 1.698 -3.164 1.790
C 1.493 -4.132 2.959
H 1.141 -5.086 2.575
H 2.426 -4.304 3.492
H 0.755 -3.753 3.662
H 2.459 -3.576 1.120
H 0.768 -3.084 1.220
C 3.370 -1.692 2.849
C 3.001 -1.362 4.296
C 1.782 -0.463 4.105
H 1.110 -0.472 4.960
H 2.103 0.565 3.932
H 3.810 -0.867 4.830
H 2.729 -2.268 4.838
H 3.966 -2.599 2.747
H 3.937 -0.858 2.418
H 0.246 -1.641 3.102
H 1.419 0.735 1.592
H -1.936 -0.514 1.978
H -2.092 -0.936 0.244
H -2.920 3.954 2.246
H -2.932 2.652 -2.995
H -4.288 3.485 -4.724
H -2.597 4.043 -4.854
H -5.048 5.544 -5.908
H -3.377 6.097 -6.035
H -3.891 4.638 -6.897
```

Results
ΔE to the lowest compared entry with this formula, charge and spin (eV): 0.000
HOMO-LUMO gap (eV): 8.25
HOMO energy (hartree): -0.289
DFT total energy (eV): -40655.741
E_LUMO (eV): 0.40
SMILES: CCOc1ccc2[nH]c(=O)c(CN(C[C@@H]3CCCN3CC)C(=O)NCc3ccccc3)cc2c1

What is the formula in the second record?
C27H34FeGeN10OS

DFT total energy of number 1 (C27H34F2IO8P)?
-67751.614 eV

Look up the DFT total energy of the third one.
-40655.741 eV